Entry 1:
The following is a DFT calculation (the ωB97M-V functional and the def2-TZVPD basis) of a molecular structure, Cl2H6LiO3.

Summary:
- gap between HOMO and LUMO (Ha) = 0.23966
- HOMO energy (Ha) = -0.1751
- charge = -1
- E (Ha) = -1157.350706
- energy above the lowest of the compared OMol25 structures with the same formula, charge and spin (kcal/mol) = 66.5

Geometry as XYZ:
```
12
Properties=species:S:1:pos:R:3:lowdin_charge:R:1
Li 0.009 -0.032 -0.331 0.64
Cl -1.614 -0.217 -3.142 -0.83
Cl -0.553 2.640 1.591 -0.81
O -4.719 1.326 1.041 -0.06
H -5.074 0.471 1.285 0.02
H -3.782 1.173 0.924 0.02
O 1.255 -2.323 0.940 -0.05
H 1.513 -2.625 1.811 0.04
H 1.827 -2.802 0.341 0.04
O 3.331 0.714 -1.489 -0.05
H 3.812 1.277 -2.095 0.03
H 3.996 0.399 -0.877 0.02
```

***

Entry 2:
The following is a DFT calculation (the ωB97M-V functional and the def2-TZVPD basis) of a single CHClF2OS2 molecule at a distorted geometry.

Summary:
- gap between HOMO and LUMO (spin up / spin down) (Ha) = 0.24813 / 0.24815
- HOMO energy (spin up / spin down) (Ha) = -0.3315 / -0.3316
- charge = 0
- E (Ha) = -1570.095338
- energy above the lowest of the compared OMol25 structures with the same formula, charge and spin (kcal/mol) = 76.1

Geometry as XYZ:
```
8
Properties=species:S:1:pos:R:3:lowdin_charge:R:1
O -0.787 -2.203 -2.078 -0.52
S -1.078 -1.287 -1.028 0.23
S -2.339 0.488 -2.117 0.04
Cl -2.470 -2.059 0.212 0.29
C 0.758 -1.300 0.064 -0.41
F 0.902 0.024 0.103 0.06
F 0.793 -1.768 1.247 0.16
H 1.305 -1.885 -0.705 0.15
```

***

Entry 3:
The following is a DFT calculation (the ωB97M-V functional and the def2-TZVPD basis) of a single C2H6OSSi molecule at a distorted geometry.

Summary:
- gap between HOMO and LUMO (Ha) = 0.34024
- HOMO energy (Ha) = -0.3176
- charge = 0
- E (Ha) = -842.636384
- energy above the lowest of the compared OMol25 structures with the same formula, charge and spin (kcal/mol) = 59.0

Geometry as XYZ:
```
11
Properties=species:S:1:pos:R:3:lowdin_charge:R:1
C 1.612 -0.636 -0.875 -0.07
C 0.348 -0.953 -0.663 -0.43
O -1.763 -1.489 0.837 -0.64
Si -0.891 1.301 0.785 0.56
S -0.415 -0.885 0.968 0.65
H 2.066 -0.722 -1.847 0.06
H 2.240 -0.276 -0.077 0.06
H -0.314 -1.350 -1.417 0.08
H -1.657 1.607 1.983 -0.09
H -1.658 1.490 -0.437 -0.08
H 0.432 1.912 0.743 -0.09
```

***

Entry 4:
The following is a DFT calculation (the ωB97M-V functional and the def2-TZVPD basis) of a gas-phase ion, C5H8 (charge +1) at a distorted geometry.

Summary:
- gap between HOMO and LUMO (spin up / spin down) (Ha) = 0.38788 / 0.27879
- HOMO energy (spin up / spin down) (Ha) = -0.5790 / -0.5964
- charge = +1
- multiplicity = 2
- E (Ha) = -194.870001
- energy above the lowest of the compared OMol25 structures with the same formula, charge and spin (kcal/mol) = 59.7

Geometry as XYZ:
```
13
Properties=species:S:1:pos:R:3:lowdin_charge:R:1
C -1.616 1.078 -0.200 0.00
C -0.425 -0.142 -0.237 -0.14
C -0.713 -1.221 0.552 0.18
C 1.959 -0.344 -0.261 0.12
C 0.962 0.546 -0.022 -0.01
H -1.518 1.630 0.785 0.11
H -1.553 1.500 -1.195 0.07
H -2.582 0.589 -0.106 0.06
H -1.732 -1.555 0.820 0.12
H 0.191 -1.729 0.939 0.10
H 1.945 -1.422 -0.550 0.12
H 3.014 -0.068 0.016 0.11
H 1.226 1.549 0.307 0.14
```

***

Entry 5:
The following is a DFT calculation (the ωB97M-V functional and the def2-TZVPD basis) of a single C7H17NO molecule.

Summary:
- gap between HOMO and LUMO (Ha) = 0.33897
- HOMO energy (Ha) = -0.3059
- charge = 0
- E (Ha) = -406.881672
- energy above the lowest of the compared OMol25 structures with the same formula, charge and spin (kcal/mol) = 30.5

Geometry as XYZ:
```
26
Properties=species:S:1:pos:R:3:lowdin_charge:R:1
C 0.713 1.320 1.314 -0.05
C 0.284 0.685 -0.019 -0.30
N -1.162 0.974 -0.173 -0.23
C -1.532 1.470 -1.493 -0.09
C -2.119 0.021 0.354 -0.10
C 0.834 -0.785 -0.208 -0.55
C 2.373 -0.782 -0.235 -0.03
C 0.387 -1.813 0.839 -0.04
O 0.434 -1.275 -1.498 -0.03
H 0.303 0.789 2.179 0.07
H 0.373 2.361 1.373 0.08
H 1.802 1.348 1.410 0.07
H 0.795 1.282 -0.789 0.14
H -0.934 2.349 -1.757 0.09
H -2.576 1.804 -1.501 0.08
H -1.409 0.717 -2.276 0.08
H -1.875 -0.266 1.381 0.09
H -3.117 0.473 0.402 0.09
H -2.204 -0.876 -0.266 0.07
H 2.752 -0.062 -0.969 0.09
H 2.759 -1.761 -0.543 0.09
H 2.803 -0.546 0.743 0.08
H 0.968 -2.739 0.740 0.09
H -0.651 -2.125 0.703 0.07
H 0.522 -1.452 1.862 0.08
H -0.521 -1.112 -1.574 0.07
```

***

Entry 6:
The following is a DFT calculation (the ωB97M-V functional and the def2-TZVPD basis) of a molecular structure, C21H17N4O3STa.

Summary:
- gap between HOMO and LUMO (Ha) = 0.27059
- HOMO energy (Ha) = -0.5433
- charge = +2
- E (Ha) = -1709.949321
- energy above the lowest of the compared OMol25 structures with the same formula, charge and spin (kcal/mol) = 0.0

Geometry as XYZ:
```
47
Properties=species:S:1:pos:R:3:lowdin_charge:R:1
Ta -1.322 0.075 -0.061 1.70
O -0.148 -0.900 1.293 -0.30
N -0.516 -1.857 2.155 -0.16
C 0.432 -2.411 2.936 0.03
C 0.078 -3.401 3.813 0.01
C -1.254 -3.811 3.873 0.01
C -2.200 -3.217 3.060 -0.03
C -1.814 -2.214 2.183 -0.57
S -2.880 -1.338 1.134 0.82
H 1.430 -2.025 2.797 0.16
H 0.836 -3.849 4.438 0.13
H -1.549 -4.595 4.557 0.14
H -3.239 -3.512 3.089 0.13
N -1.462 2.423 0.354 -0.01
N -2.521 2.926 -0.420 0.04
C -3.378 2.030 -1.021 -0.59
O -4.313 2.304 -1.684 0.20
O -2.944 0.751 -0.762 -0.27
H -1.635 2.608 1.344 0.14
H -0.596 2.902 0.110 0.12
H -2.723 3.914 -0.419 0.18
C -1.566 -2.364 -3.697 -0.03
C -0.412 -1.986 -4.368 -0.02
C 0.482 -1.095 -3.788 0.01
C 0.224 -0.587 -2.522 -0.19
C -0.941 -0.969 -1.831 -0.24
C -1.839 -1.848 -2.438 -0.08
C 1.129 0.341 -1.828 -0.18
C 2.352 0.765 -2.373 0.04
C 3.157 1.598 -1.656 0.06
C 2.801 1.978 -0.343 -0.13
C 3.641 2.786 0.454 0.01
C 3.301 3.085 1.744 -0.03
C 2.118 2.554 2.285 -0.03
C 1.279 1.772 1.528 -0.06
C 1.585 1.494 0.182 -0.21
N 0.729 0.745 -0.611 -0.01
H -2.261 -3.054 -4.157 0.13
H -0.208 -2.381 -5.354 0.13
H 1.366 -0.808 -4.339 0.12
H -2.757 -2.132 -1.938 0.10
H 2.642 0.432 -3.356 0.12
H 4.092 1.952 -2.073 0.14
H 4.565 3.154 0.024 0.13
H 3.946 3.700 2.355 0.13
H 1.872 2.748 3.321 0.12
H 0.423 1.316 2.011 0.09
```

***

Entry 7:
The following is a DFT calculation (the ωB97M-V functional and the def2-TZVPD basis) of a molecular structure, C28H63Cl23NbO3P2 at a distorted geometry.

Summary:
- gap between HOMO and LUMO (Ha) = 0.18849
- HOMO energy (Ha) = -0.1322
- charge = -1
- E (Ha) = -12654.409496

Geometry as XYZ:
```
120
Properties=species:S:1:pos:R:3:lowdin_charge:R:1
C -1.518 -0.878 5.356 -0.15
C -1.506 -1.531 3.977 -0.37
C -0.517 -0.933 2.956 -0.38
Nb 1.674 -0.993 3.333 1.10
C 1.821 -2.693 4.820 -0.39
C 1.299 -4.066 4.291 -0.30
C 2.222 -5.269 4.607 -0.27
O 2.652 -5.990 3.448 -0.09
P 1.431 0.842 5.210 0.43
O 0.566 1.967 4.652 -0.67
P 4.182 -0.451 3.651 0.28
O 4.465 1.156 3.357 -0.52
Cl 4.684 -0.555 5.707 0.02
H -0.710 -1.226 6.004 0.03
H -1.447 0.214 5.274 0.06
H -2.461 -1.102 5.876 0.06
H -1.389 -2.621 4.036 0.02
H -2.519 -1.393 3.556 0.08
H -0.844 0.093 2.726 0.03
H -0.622 -1.500 2.013 0.01
H 1.911 0.360 2.112 -0.12
H 2.061 -2.249 2.040 -0.10
H 2.893 -2.831 5.042 -0.01
H 1.375 -2.455 5.795 0.03
H 1.116 -4.053 3.214 0.06
H 0.360 -4.256 4.828 0.07
H 3.112 -4.955 5.158 0.11
H 1.684 -5.972 5.264 0.10
H 1.876 -6.408 3.082 0.07
H 0.902 0.361 6.443 -0.07
H 2.682 1.355 5.626 -0.14
H 3.649 1.539 3.011 -0.02
Cl 1.157 3.418 8.079 0.55
C 2.474 4.616 8.092 -0.68
C 3.470 4.395 6.982 -0.66
Cl 4.456 2.938 7.251 0.54
H 2.963 4.576 9.062 0.06
H 2.003 5.591 7.975 0.06
H 4.161 5.237 6.948 0.07
H 2.977 4.300 6.016 0.07
Cl 0.553 2.779 1.634 0.57
C 0.518 2.961 -0.133 -0.67
C -0.533 2.095 -0.774 -0.67
Cl -0.152 0.350 -0.673 0.53
H 1.509 2.730 -0.520 0.07
H 0.293 4.005 -0.352 0.03
H -0.611 2.337 -1.832 -0.01
H -1.502 2.249 -0.303 0.07
Cl -3.147 -3.043 0.682 0.56
C -3.773 -4.673 1.053 -0.68
C -3.883 -4.916 2.535 -0.66
Cl -2.288 -5.009 3.322 0.59
H -3.111 -5.396 0.581 0.07
H -4.760 -4.753 0.601 -0.01
H -4.385 -5.866 2.708 0.03
H -4.448 -4.125 3.023 0.07
Cl 3.815 -1.099 -0.816 0.53
C 3.776 -1.050 -2.594 -0.68
C 2.732 -1.972 -3.168 -0.65
Cl 3.163 -3.689 -2.890 0.53
H 4.765 -1.319 -2.958 0.06
H 3.561 -0.023 -2.886 0.06
H 2.667 -1.822 -4.247 0.01
H 1.755 -1.804 -2.721 0.06
Cl 2.862 -0.036 -6.208 0.57
C 3.015 -1.217 -7.544 -0.65
C 1.857 -1.180 -8.502 -0.66
Cl 0.356 -1.779 -7.756 0.54
H 3.119 -2.195 -7.087 -0.02
H 3.936 -0.973 -8.070 0.08
H 2.072 -1.831 -9.347 0.07
H 1.673 -0.174 -8.869 0.07
Cl -6.924 -6.001 0.238 0.59
C -7.685 -7.598 0.473 -0.65
C -7.841 -7.957 1.927 -0.66
Cl -6.277 -8.269 2.720 0.56
H -7.080 -8.332 -0.053 0.07
H -8.666 -7.550 0.004 0.07
H -8.425 -8.872 2.010 0.07
H -8.345 -7.167 2.479 0.07
Cl -0.817 3.758 -3.912 0.58
C -1.848 2.667 -4.869 -0.69
C -1.185 2.221 -6.143 -0.66
Cl -1.001 3.560 -7.314 0.53
H -2.785 3.181 -5.054 0.01
H -2.050 1.802 -4.239 0.05
H -1.796 1.462 -6.624 0.04
H -0.196 1.809 -5.954 0.06
Cl -0.921 6.501 -1.473 0.55
C 0.389 7.710 -1.454 -0.68
C 1.329 7.533 -2.616 -0.66
Cl 2.272 6.023 -2.497 0.54
H 0.913 7.613 -0.505 0.07
H -0.074 8.696 -1.498 -0.02
H 2.042 8.356 -2.635 0.07
H 0.789 7.511 -3.560 0.07
Cl 2.772 -4.573 -6.456 0.57
C 3.031 -6.278 -6.013 -0.65
C 4.362 -6.485 -5.337 -0.66
Cl 5.725 -6.249 -6.464 0.53
H 2.944 -6.876 -6.917 0.07
H 2.228 -6.550 -5.329 0.08
H 4.428 -7.506 -4.966 0.07
H 4.492 -5.797 -4.506 0.03
Cl -0.161 11.086 -0.996 0.58
C -0.154 11.120 0.788 -0.64
C 0.963 11.974 1.329 -0.67
Cl 2.564 11.259 1.014 0.54
H -0.072 10.093 1.137 0.07
H -1.115 11.522 1.103 0.07
H 0.858 12.065 2.409 0.07
H 0.950 12.968 0.889 0.07
Cl -3.647 -0.593 -5.397 0.57
C -4.799 -0.430 -4.051 -0.65
C -5.815 0.652 -4.303 -0.65
Cl -5.107 2.289 -4.258 0.59
H -4.231 -0.243 -3.143 0.07
H -5.308 -1.387 -3.954 0.07
H -6.572 0.621 -3.521 0.07
H -6.302 0.527 -5.267 0.07
```

***

Entry 8:
The following is a DFT calculation (the ωB97M-V functional and the def2-TZVPD basis) of a molecular structure, C44H50BN11OP2PbTe.

Summary:
- gap between HOMO and LUMO (Ha) = 0.24178
- HOMO energy (Ha) = -0.2269
- charge = 0
- E (Ha) = -3552.671791
- energy above the lowest of the compared OMol25 structures with the same formula, charge and spin (kcal/mol) = 28.1

Geometry as XYZ:
```
111
Properties=species:S:1:pos:R:3:lowdin_charge:R:1
Pb -0.489 -0.771 1.644 1.34
Te 0.043 3.226 -0.081 1.22
C 0.685 4.719 -1.433 -0.54
C -0.150 5.272 -2.395 -0.11
C 0.348 6.268 -3.222 -0.16
N 1.588 6.747 -3.147 0.05
C 2.375 6.225 -2.211 -0.16
C 1.979 5.218 -1.341 -0.15
C -0.284 1.518 -1.355 -0.95
P -1.819 0.866 -0.613 0.73
C -3.097 2.095 -1.091 -0.40
C -4.070 2.467 -0.170 -0.12
C -5.063 3.376 -0.508 -0.08
C -5.092 3.928 -1.780 -0.09
C -4.111 3.583 -2.700 -0.08
C -3.114 2.682 -2.354 -0.12
C -2.256 -0.610 -1.651 -0.29
C -2.269 -0.463 -3.039 -0.10
C -2.460 -1.533 -3.894 -0.08
C -2.602 -2.808 -3.366 -0.07
C -2.617 -2.977 -1.995 -0.03
C -2.490 -1.889 -1.127 -0.29
P 1.104 0.467 -0.802 0.76
C 1.296 -0.957 -1.959 -0.28
C 0.810 -0.907 -3.259 -0.10
C 0.992 -1.966 -4.135 -0.09
C 1.669 -3.098 -3.704 -0.08
C 2.175 -3.166 -2.415 -0.03
C 2.008 -2.092 -1.545 -0.24
C 2.627 1.354 -1.291 -0.39
C 3.778 1.186 -0.524 -0.11
C 4.967 1.801 -0.900 -0.10
C 5.015 2.579 -2.050 -0.09
C 3.869 2.747 -2.817 -0.08
C 2.680 2.140 -2.438 -0.10
H -1.174 4.947 -2.498 0.08
H -0.290 6.708 -3.982 0.10
H 3.384 6.622 -2.154 0.10
H 2.679 4.822 -0.617 0.09
H -4.041 2.063 0.836 0.09
H -5.809 3.658 0.225 0.10
H -5.864 4.638 -2.048 0.10
H -4.114 4.028 -3.688 0.10
H -2.313 2.462 -3.048 0.09
H -2.077 0.515 -3.458 0.09
H -2.456 -1.379 -4.966 0.11
H -2.706 -3.666 -4.019 0.11
H -2.745 -3.968 -1.574 0.11
H -2.205 -3.056 0.462 0.10
H 0.287 -0.011 -3.571 0.09
H 0.607 -1.909 -5.145 0.10
H 1.807 -3.938 -4.374 0.10
H 2.701 -4.046 -2.078 0.10
H 2.061 -1.589 0.470 0.01
H 3.744 0.580 0.375 0.08
H 5.853 1.678 -0.288 0.10
H 5.940 3.061 -2.342 0.10
H 3.896 3.364 -3.707 0.11
H 1.777 2.278 -3.022 0.10
B -0.159 -0.872 5.456 -0.41
N -0.604 -2.244 4.896 -0.09
C -0.913 -3.342 5.601 -0.09
C -1.017 -4.414 4.733 -0.07
C -0.744 -3.857 3.482 -0.19
N -0.493 -2.554 3.592 -0.07
N -1.003 0.300 4.846 -0.07
C -1.574 1.282 5.553 -0.08
C -2.072 2.243 4.688 -0.05
C -1.755 1.756 3.425 -0.17
N -1.106 0.591 3.531 -0.11
H -0.379 -0.865 6.641 0.07
H 1.009 -0.706 5.205 0.06
H -1.027 -3.281 6.671 0.12
H -1.247 -5.438 4.972 0.09
H -0.716 -4.335 2.513 0.10
H -1.586 1.224 6.629 0.12
H -2.591 3.151 4.938 0.09
H -1.953 2.172 2.447 0.07
C -3.790 -1.988 2.404 -0.05
C -3.965 -2.129 0.896 -0.60
C -4.685 -3.439 0.578 -0.04
C -4.772 -0.958 0.365 -0.03
N -2.583 -2.128 0.292 -0.05
H -4.758 -2.037 2.905 0.09
H -3.339 -1.024 2.658 0.06
H -3.159 -2.780 2.813 0.07
H -5.663 -3.460 1.063 0.09
H -4.115 -4.297 0.945 0.09
H -4.840 -3.552 -0.495 0.08
H -5.733 -0.920 0.881 0.10
H -4.963 -1.037 -0.705 0.10
H -4.249 -0.023 0.553 0.04
C 2.801 0.976 3.619 0.01
C 2.897 -0.288 2.813 -0.56
N 4.077 -0.903 2.722 0.18
O 1.937 -0.727 2.164 -0.24
H 3.748 1.515 3.637 0.08
H 2.511 0.726 4.640 0.07
H 2.030 1.608 3.183 0.08
H 4.878 -0.577 3.230 0.11
H 4.168 -1.643 2.026 0.04
N 6.288 -3.885 -2.011 0.12
C 5.618 -2.848 -1.366 -0.52
N 6.197 -1.600 -1.554 0.15
N 4.569 -3.052 -0.701 0.08
C 3.802 -2.436 0.188 -0.11
N 2.555 -2.129 -0.225 0.03
H 7.291 -3.773 -2.016 0.08
H 6.008 -4.791 -1.669 0.09
H 6.616 -1.467 -2.462 0.09
H 5.586 -0.832 -1.310 0.06
```